No. 1
Below is a 2-piece molecular cluster, C3H8FOP overall, with properties calculated with wB97M-V/def2-TZVPD.

The value obtained for the gap between HOMO and LUMO (spin up / spin down) is 0.2465 / 0.3226 Eh. As for the total energy: -17291.1152 eV. The value obtained for the energy relative to the best compared isomer or geometry (same formula, charge and spin) is 349.9 kJ/mol. Its maximum force is 1.79 eV/A.

```
! RIJCOSX wB97M-V def2-TZVPD def2/J DEFGRID3
* xyz 0 1
C 0.23 0.81 2.36
C 0.71 0.97 -2.56
C -1.16 -1.26 0.70
O -0.35 1.17 -1.75
F 1.35 -0.51 0.43
P -0.06 0.19 0.81
H 1.21 1.24 2.55
H -0.58 1.30 2.87
H 0.79 -0.07 -2.92
H 1.67 1.26 -2.10
H 0.58 1.62 -3.44
H -0.76 -2.05 1.34
H -2.17 -0.98 1.01
H -1.18 -1.58 -0.34
*
```

***

No. 2
Below is C27H32CdN4O7P2Sb as an isolated structure, with properties calculated with wB97M-V/def2-TZVPD.

The value obtained for the gap between HOMO and LUMO is 0.2938 Eh. As for the total energy: -78499.5658 eV. Its maximum force is 2.24 eV/A.

```
! RIJCOSX wB97M-V def2-TZVPD def2/J DEFGRID3
* xyz -1 1
Cd -0.15 -0.27 1.04
C -1.28 -3.43 1.50
C -1.10 -3.42 0.03
C -1.81 -4.32 -0.77
C -1.60 -4.33 -2.14
C -0.65 -3.47 -2.66
C 0.00 -2.60 -1.80
N -0.23 -2.55 -0.50
Sb 1.69 -1.53 -2.66
C 2.98 -1.27 -0.96
C 4.13 -2.05 -0.96
C 5.08 -1.82 0.02
C 4.86 -0.79 0.91
C 3.69 -0.03 0.81
C 3.48 1.16 1.68
N 2.76 -0.30 -0.10
C 1.02 0.52 -2.84
C 0.40 0.94 -4.01
C 0.15 2.29 -4.16
C 0.55 3.16 -3.16
C 1.19 2.65 -2.04
C 1.71 3.52 -0.94
N 1.40 1.34 -1.90
H -1.92 -4.25 1.82
H -1.74 -2.49 1.82
H -0.31 -3.49 2.00
H -2.50 -5.01 -0.32
H -2.14 -5.02 -2.78
H -0.40 -3.48 -3.71
H 4.26 -2.81 -1.72
H 5.98 -2.41 0.06
H 5.58 -0.56 1.67
H 4.43 1.64 1.93
H 3.00 0.84 2.60
H 2.81 1.86 1.18
H 0.14 0.22 -4.78
H -0.34 2.67 -5.05
H 0.40 4.23 -3.26
H 1.75 4.56 -1.25
H 2.70 3.18 -0.65
H 1.05 3.44 -0.07
C -3.52 -0.39 -0.31
N -2.41 -0.05 -1.19
C -2.67 -0.64 -2.49
C -2.29 1.39 -1.34
C -1.84 2.17 -0.12
C -2.47 3.40 0.10
C -2.07 4.25 1.11
C -0.99 3.89 1.90
C -0.38 2.67 1.69
C -0.79 1.76 0.70
H -4.48 -0.01 -0.70
H -3.34 0.03 0.68
H -3.58 -1.47 -0.22
H -3.61 -0.27 -2.93
H -2.74 -1.72 -2.39
H -1.86 -0.40 -3.18
H -3.26 1.82 -1.68
H -1.56 1.58 -2.13
H -3.31 3.69 -0.53
H -2.60 5.18 1.28
H -0.65 4.56 2.68
H 0.45 2.41 2.35
O -0.72 0.82 4.08
P -1.67 -0.45 3.80
O -2.74 -0.58 4.80
O -2.02 -0.50 2.34
O -0.59 -1.70 4.01
P 0.96 -1.66 3.60
O 1.67 -1.40 5.05
O 1.36 -2.97 3.06
O 1.26 -0.40 2.81
H 0.11 0.56 3.62
H 1.35 -2.08 5.63
*
```

***

No. 3
Below is a 2-piece molecular cluster, C3H7O2S overall, with properties calculated with wB97M-V/def2-TZVPD.

The value obtained for the gap between HOMO and LUMO is 0.2712 Eh. As for the total energy: -18156.5764 eV. The value obtained for the energy relative to the best compared isomer or geometry (same formula, charge and spin) is 3.7 kJ/mol. Its maximum force is 1.08 eV/A.

```
! RIJCOSX wB97M-V def2-TZVPD def2/J DEFGRID3
* xyz -1 1
C -0.47 -2.54 -1.10
S 0.49 -0.97 -1.28
H 0.19 -3.37 -0.82
H -1.24 -2.39 -0.36
H -0.92 -2.75 -2.07
O -1.02 2.32 1.83
C -0.38 1.52 1.18
O -0.69 0.26 1.12
C 0.88 1.95 0.44
H -0.28 -0.21 0.25
H 1.53 1.09 0.27
H 1.37 2.70 1.05
H 0.55 2.38 -0.50
*
```

***

No. 4
Below is an isolated ion of composition C3H7N4S and charge +1, with properties calculated with wB97M-V/def2-TZVPD.

The value obtained for the gap between HOMO and LUMO is 0.3195 Eh. As for the total energy: -20010.4328 eV. The value obtained for the energy relative to the best compared isomer or geometry (same formula, charge and spin) is 215.0 kJ/mol. Its maximum force is 4.66 eV/A.

```
! RIJCOSX wB97M-V def2-TZVPD def2/J DEFGRID3
* xyz 1 1
C -1.51 -1.09 1.56
C -0.61 -1.59 0.72
C 0.01 0.11 -1.46
N 0.73 0.80 -0.59
N 0.06 0.44 -2.79
N 1.39 1.30 1.45
N 0.41 1.01 0.61
S -0.83 -1.45 -1.04
H -1.36 -1.30 2.62
H 0.40 -1.71 1.03
H 0.63 1.23 -3.22
H -0.44 -0.05 -3.50
H 1.25 1.90 2.21
H 2.42 1.26 1.08
H -2.55 -0.88 1.32
*
```

***

No. 5
Below is C5H10NiOP as an isolated structure, with properties calculated with wB97M-V/def2-TZVPD.

The value obtained for the gap between HOMO and LUMO (spin up / spin down) is 0.1201 / 0.2061 Eh. As for the total energy: -57717.0363 eV. The value obtained for the energy relative to the best compared isomer or geometry (same formula, charge and spin) is 392.0 kJ/mol. Its maximum force is 11.66 eV/A.

```
! RIJCOSX wB97M-V def2-TZVPD def2/J DEFGRID3
* xyz -1 3
C 0.71 0.42 -1.89
C 0.21 -0.05 -3.18
C -0.65 -1.19 -3.19
C -0.13 -1.63 -1.91
C 0.44 -0.64 -1.07
Ni -1.25 -0.15 -2.03
P 0.00 1.66 0.09
H 1.21 1.44 -1.84
H 0.68 0.21 -4.13
H -1.24 -1.68 -3.91
H 0.53 -0.88 0.06
H 0.07 -2.68 -1.82
H -0.95 1.17 0.99
H -0.07 3.03 0.00
H 1.21 1.45 0.76
O -0.66 -0.47 3.03
H 0.16 -0.56 3.59
H -0.99 -1.35 2.96
*
```

***

No. 6
Below is C17H21CeN5OS2 as an isolated structure, with properties calculated with wB97M-V/def2-TZVPD.

The value obtained for the gap between HOMO and LUMO (spin up / spin down) is 0.1508 / 0.1507 Eh. As for the total energy: -62023.9983 eV. Its maximum force is 4.53 eV/A.

```
! RIJCOSX wB97M-V def2-TZVPD def2/J DEFGRID3
* xyz 4 1
Ce -12.38 -9.01 3.19
N -11.54 -9.36 -1.01
C -11.81 -10.77 -1.06
C -11.89 -11.61 -2.14
C -12.23 -12.96 -1.85
C -12.66 -13.35 -0.56
C -12.57 -12.49 0.48
C -11.98 -11.20 0.27
N -11.93 -10.03 1.15
C -11.62 -9.03 0.31
C -11.50 -7.65 0.74
C -11.34 -6.55 -0.11
S -10.75 -5.17 0.81
C -10.99 -6.02 2.24
N -11.18 -7.31 2.09
H -11.33 -8.75 -1.78
H -11.84 -11.30 -3.17
H -12.22 -13.72 -2.62
H -13.11 -14.32 -0.46
H -12.68 -12.81 1.51
H -11.78 -6.49 -1.13
H -10.66 -5.63 3.24
C -17.39 -6.77 2.96
N -16.68 -7.63 3.84
C -17.29 -8.30 4.98
C -15.46 -7.86 3.55
N -14.46 -8.48 3.76
H -16.76 -6.17 2.34
H -18.03 -6.06 3.54
H -18.11 -7.36 2.23
H -18.38 -8.48 4.74
H -17.28 -7.67 5.88
H -16.72 -9.17 5.21
O -11.15 -9.86 4.73
S -11.36 -10.05 6.39
C -12.32 -11.59 6.51
C -11.28 -12.71 6.35
C -9.96 -12.26 7.00
C -9.75 -10.78 6.74
H -13.06 -11.47 5.71
H -12.75 -11.54 7.52
H -11.21 -12.93 5.25
H -11.61 -13.64 6.82
H -9.11 -12.80 6.61
H -9.96 -12.51 8.07
H -9.13 -10.65 5.83
H -9.28 -10.23 7.65
*
```